Formula: C14H19N2
Source: the Open Molecules 2025 dataset
Level of theory: ωB97M-V/def2-TZVPD

CARTESIAN COORDINATES (ANGSTROEM)
C  -0.464222  2.407245  1.465228
N  0.075918  1.063002  1.472999
C  1.299982  0.909923  2.235335
N  -0.875928  0.106374  1.560450
C  -0.558261  -1.147718  1.517071
H  0.321869  3.082455  1.106567
H  -1.328983  2.438384  0.802519
H  -0.773745  2.747754  2.469019
H  1.995935  1.661106  1.844451
H  1.152608  1.100235  3.316081
H  1.702976  -0.098859  2.093586
H  -1.393555  -1.864273  1.459232
H  0.490146  -1.511918  1.560527
C  -3.882519  -3.258609  1.579923
C  -3.763503  -4.108479  2.894196
C  -2.673225  -5.095570  2.575516
C  -2.161289  -4.883410  1.305121
C  -2.831672  -3.813580  0.666877
C  -2.797782  -3.551183  -0.736711
C  -1.845704  -4.213738  -1.562496
C  -1.842396  -4.005585  -2.933287
C  -2.809610  -3.181053  -3.531695
C  -3.795728  -2.570740  -2.738610
C  -3.807192  -2.756963  -1.362085
H  -4.879190  -3.423628  1.142763
H  -3.775054  -2.189566  1.787275
H  -3.562120  -3.460594  3.760855
H  -4.731575  -4.599577  3.057313
H  -2.345209  -5.854974  3.283817
H  -1.400987  -5.480933  0.802163
H  -1.116161  -4.887986  -1.106416
H  -1.086067  -4.512250  -3.535765
H  -2.808418  -3.039608  -4.613830
H  -4.575541  -1.959381  -3.199891
H  -4.596408  -2.310913  -0.749456

Atomic forces in eV per Å
C -0.029 0.208 0.345
N -0.111 -0.156 0.346
C 0.217 0.065 -0.124
N -0.002 -1.381 -0.933
C 0.075 0.904 0.570
H -0.286 -0.101 -0.019
H 0.161 0.049 0.033
H 0.056 -0.093 -0.179
H 0.087 -0.367 0.195
H -0.056 -0.117 -0.302
H 0.139 0.477 0.075
H 0.583 0.441 0.169
H -0.812 0.039 -0.163
C 0.084 -0.523 0.852
C 0.087 0.481 -0.953
C 0.065 1.056 -0.877
C 0.158 -0.358 1.064
C -1.399 -0.602 -0.399
C -0.013 -0.043 -0.577
C -0.156 0.360 0.087
C 0.025 -0.120 0.023
C 0.035 -0.125 0.526
C -0.102 -0.045 0.090
C 0.521 -0.027 0.119
H 0.333 0.198 -0.027
H 0.047 -0.054 -0.215
H 0.090 -0.464 -0.087
H 0.298 -0.136 0.267
H -0.063 0.046 -0.306
H -0.227 0.114 0.466
H -0.175 0.361 -0.313
H -0.308 0.219 0.094
H -0.001 -0.007 0.350
H 0.321 -0.238 0.126
H 0.358 -0.061 -0.322

Its charge is +1. For the HOMO energy, the calculation gives -10.59 eV. For the lowest unoccupied orbital energy, the calculation gives -5.73 eV. Its energy above the lowest of the compared OMol25 structures with the same formula, charge and spin is 80.8 kcal per mole.